Version a
C4H8O3 as an isolated structure. Source: the OMol25 dataset; level of theory: ωB97M-V/def2-TZVPD.

The geometry in XYZ format:
```
15
Properties=species:S:1:pos:R:3:nbo_charge:R:1
C 0.95222 1.85649 -0.72195 -0.8033
C 0.85074 1.74913 0.67147 -0.0004
O -0.16376 0.10111 1.18845 -0.6199
C -0.50993 -0.62385 0.22301 0.7890
O -0.59109 -0.23333 -0.99001 -0.6946
C -0.84094 -2.08447 0.47532 -0.1681
O -1.21040 -2.75704 -0.69425 -0.7119
H 1.89947 1.58015 -1.18645 0.2340
H 0.13332 0.82922 -0.99518 0.4367
H 0.40655 2.67130 -1.19922 0.2432
H 0.11253 2.32979 1.21527 0.2094
H 1.66640 1.35246 1.26893 0.2094
H 0.04821 -2.53619 0.94144 0.1911
H -1.64644 -2.11645 1.22180 0.1957
H -1.10687 -2.11831 -1.41863 0.4897
```

Calculated values
HOMO energy (eV): -9.37
LUMO energy (eV): 0.58
Frontier orbital gap (Ha): 0.366


Version b
C4H8O3 as an isolated structure. Source: the OMol25 dataset; level of theory: ωB97M-V/def2-TZVPD.

The geometry in XYZ format:
```
15
Properties=species:S:1:pos:R:3:nbo_charge:R:1
C 1.75893 0.54482 -0.84030 -0.8635
C 0.68205 -0.33655 -0.44197 0.1358
O 0.97101 0.11001 1.32347 -0.8569
C -0.77842 -0.28337 -0.85085 -0.1474
O -1.61092 -1.02013 0.05146 -0.5012
C -2.01398 -0.31356 1.12062 0.6670
O -1.84090 0.83506 1.29616 -0.5885
H 2.36050 0.28557 -1.71823 0.2348
H 1.90743 0.37989 0.58447 0.4568
H 1.58647 1.61179 -0.69343 0.2067
H 0.95422 -1.39375 -0.35792 0.1996
H 0.47741 0.91238 1.60666 0.4965
H -0.81586 -0.87912 -1.77442 0.2214
H -1.18092 0.70737 -1.06482 0.2143
H -2.54019 -1.00510 1.81193 0.1244
```

Calculated values
HOMO energy (eV): -8.26
LUMO energy (eV): 0.79
Frontier orbital gap (Ha): 0.332


Energy relative to the most stable one, in hartree: version a 0.0000; version b 0.0617


Version a
One molecule with the formula C4H8O3. Source: the OMol25 dataset; level of theory: ωB97M-V/def2-TZVPD.

The geometry in XYZ format:
```
15
Properties=species:S:1:pos:R:3:nbo_charge:R:1
C 0.86064 0.88688 -1.26166 -0.6359
C -0.34673 0.75411 -0.34344 0.0933
O -1.37400 0.08283 -1.04646 -0.7146
C -0.01655 0.03351 0.98379 -0.0362
O -1.15453 -0.00720 1.80219 -0.7001
C 0.45311 -1.37281 0.67284 0.4187
O -0.32727 -2.30044 0.71791 -0.5422
H 0.60892 1.51574 -2.11831 0.2294
H 1.72596 1.32240 -0.74839 0.2082
H 1.13135 -0.09626 -1.65852 0.2089
H -0.71128 1.74802 -0.04714 0.1813
H -1.63206 -0.71318 -0.56495 0.4753
H 0.78289 0.58323 1.49830 0.1947
H -1.50567 -0.90930 1.74292 0.4835
H 1.50521 -1.52753 0.37093 0.1358
```

Calculated values
HOMO energy (eV): -10.29
LUMO energy (eV): 0.54
Frontier orbital gap (Ha): 0.398


Version b
One molecule with the formula C4H8O3. Source: the OMol25 dataset; level of theory: ωB97M-V/def2-TZVPD.

The geometry in XYZ format:
```
15
Properties=species:S:1:pos:R:3:nbo_charge:R:1
C -1.07944 0.73346 -1.29915 -0.6289
C -0.61741 -0.40158 -0.40072 0.0862
O 0.33438 -1.17414 -1.11769 -0.7213
C 0.01672 0.07183 0.91264 -0.0382
O 0.00448 -0.98688 1.83346 -0.7163
C 1.45858 0.47967 0.65341 0.4333
O 2.36317 -0.00469 1.29636 -0.5390
H -1.36995 0.32685 -2.27209 0.2317
H -1.94662 1.23765 -0.85769 0.2165
H -0.29216 1.47794 -1.46587 0.2051
H -1.48438 -1.02109 -0.12395 0.1817
H 0.58525 -1.91472 -0.54664 0.4793
H -0.52397 0.95537 1.29870 0.1855
H 0.89580 -1.00515 2.22520 0.4907
H 1.65555 1.22546 -0.13596 0.1337
```

Calculated values
HOMO energy (eV): -10.34
LUMO energy (eV): 0.84
Frontier orbital gap (Ha): 0.411


Energy relative to the most stable one, in hartree: version a 0.0069; version b 0.0000


Version a
One molecule with the formula C4H8O3. Source: the OMol25 dataset; level of theory: ωB97M-V/def2-TZVPD.

The geometry in XYZ format:
```
15
Properties=species:S:1:pos:R:3:nbo_charge:R:1
C -0.98589 0.60870 -1.36166 -0.6675
C -0.70310 -0.33008 -0.19027 0.0806
O 0.12421 -1.34779 -0.81714 -0.7496
C 0.09415 0.14213 1.03337 -0.0287
O 0.32873 -0.96927 1.84733 -0.7081
C 1.41512 0.78043 0.64437 0.4267
O 2.46568 0.32825 1.03743 -0.5255
H -0.63498 -0.13592 -2.09178 0.2633
H -2.03798 0.86810 -1.52094 0.2182
H -0.37366 1.51514 -1.42944 0.2061
H -1.64270 -0.75239 0.18824 0.1888
H -0.25590 -2.22901 -0.74906 0.4859
H -0.46588 0.90653 1.60120 0.1928
H 1.29328 -1.09527 1.83797 0.4920
H 1.38240 1.69263 0.01912 0.1250
```

Calculated values
HOMO energy (eV): -10.34
LUMO energy (eV): 0.75
Frontier orbital gap (Ha): 0.407


Version b
C4H8O3 as an isolated structure. Source: the OMol25 dataset; level of theory: ωB97M-V/def2-TZVPD.

The geometry in XYZ format:
```
15
Properties=species:S:1:pos:R:3:nbo_charge:R:1
O 0.76578 0.88659 -1.68219 -0.7273
C -0.46958 1.30618 -1.12092 -0.0716
C -0.45012 0.99409 0.35111 -0.6412
C 0.02260 -0.23992 0.86685 0.5282
O 0.43908 -0.05830 2.07172 -0.6596
C 0.15984 -1.59174 0.25072 -0.1594
O 0.94587 -2.47165 1.00544 -0.7025
H 0.71418 1.01062 -2.63751 0.4712
H -1.30807 0.79759 -1.63117 0.1539
H -0.61888 2.38874 -1.25315 0.1741
H -1.32762 1.34331 0.90095 0.2604
H 0.29603 1.11978 1.65324 0.4593
H -0.85858 -1.99081 0.10811 0.1992
H 0.59049 -1.44240 -0.74826 0.2290
H 1.09897 -2.05208 1.86509 0.4861
```

Calculated values
HOMO energy (eV): -8.71
LUMO energy (eV): 0.75
Frontier orbital gap (Ha): 0.348


Version c
A 2-piece molecular cluster, C4H8O3 overall. Source: the OMol25 dataset; level of theory: ωB97M-V/def2-TZVPD.

The geometry in XYZ format:
```
15
Properties=species:S:1:pos:R:3:nbo_charge:R:1
C -1.75840 0.60230 -0.58607 -0.3910
C -0.63516 0.14249 -1.13185 -0.2083
O 0.63098 1.98675 1.18017 -0.9540
C -0.01207 -1.17637 -0.78046 -0.1304
O 1.37375 -1.02487 -0.41823 -0.4940
C 1.62937 -0.86096 0.88015 0.6687
O 0.80832 -0.86298 1.76696 -0.6205
H -2.21211 1.53125 -0.92289 0.2099
H -0.06442 1.87183 0.52068 0.4710
H -2.26482 0.07038 0.21720 0.2048
H -0.13186 0.70769 -1.91556 0.2110
H 0.46798 1.25584 1.79156 0.4795
H 0.00750 -1.82416 -1.66090 0.2060
H -0.54987 -1.67224 0.03105 0.2121
H 2.71080 -0.74695 1.02819 0.1351
```

Calculated values
HOMO energy (eV): -10.56
LUMO energy (eV): 0.88
Frontier orbital gap (Ha): 0.420


Energy relative to the most stable one, in hartree: version a 0.0157; version b 0.1004; version c 0.0000


Version a
One molecule with the formula C4H8O3. Source: the OMol25 dataset; level of theory: ωB97M-V/def2-TZVPD.

The geometry in XYZ format:
```
15
Properties=species:S:1:pos:R:3:nbo_charge:R:1
C -0.98620 0.77449 -1.27657 -0.6304
C -0.66813 -0.41909 -0.39210 0.0843
O 0.11813 -1.31798 -1.15122 -0.7195
C 0.08423 -0.02889 0.87906 -0.0313
O 0.37201 -1.25490 1.55003 -0.7200
C 1.41942 0.64848 0.59875 0.4113
O 1.94129 1.38914 1.39935 -0.5121
H -1.61784 0.46044 -2.11226 0.2289
H -1.51192 1.55547 -0.71645 0.2152
H -0.06704 1.19824 -1.69663 0.2145
H -1.60479 -0.90844 -0.07832 0.1724
H 0.33828 -2.05139 -0.55953 0.4837
H -0.52296 0.64785 1.50166 0.1831
H 0.78303 -1.05589 2.40065 0.4876
H 1.92247 0.36246 -0.34642 0.1322
```

Calculated values
HOMO energy (eV): -9.72
LUMO energy (eV): 0.64
Frontier orbital gap (Ha): 0.381


Version b
A 2-piece molecular cluster, C4H8O3 overall. Source: the OMol25 dataset; level of theory: ωB97M-V/def2-TZVPD.

The geometry in XYZ format:
```
15
Properties=species:S:1:pos:R:3:nbo_charge:R:1
C 0.43120 0.37658 -0.41543 0.6438
C 0.50052 -0.91931 -1.18440 -0.7317
C 1.68717 0.83360 0.27525 -0.7222
C -2.17258 0.20878 0.73325 0.6665
O -0.46986 1.20588 -0.69551 -0.6091
O -1.05550 -0.31299 1.48764 -0.7397
O -2.95308 -0.55526 0.22347 -0.5682
H -1.18742 -1.27970 1.45897 0.4862
H -2.30170 1.27898 0.93160 0.1576
H 1.15500 -1.63713 -0.68523 0.2136
H -0.50471 -1.33747 -1.27097 0.2444
H 0.88450 -0.71502 -2.18658 0.2518
H 2.30362 1.39322 -0.43229 0.2478
H 2.26036 -0.01893 0.64519 0.2152
H 1.42246 1.47877 1.11506 0.2440
```

Calculated values
HOMO energy (eV): -9.83
LUMO energy (eV): 0.66
Frontier orbital gap (Ha): 0.385


Version c
One molecule with the formula C4H8O3. Source: the OMol25 dataset; level of theory: ωB97M-V/def2-TZVPD.

The geometry in XYZ format:
```
15
Properties=species:S:1:pos:R:3:nbo_charge:R:1
C -0.15396 0.46842 -2.50228 -0.2548
O -0.07205 -0.27461 -1.29892 -0.5187
C 0.76407 0.31730 -0.39147 0.3327
O 0.24943 1.37479 0.38640 -0.5019
C 0.53285 0.12583 1.03512 0.0255
C -0.67228 -0.59818 1.60197 -0.0933
O -0.25834 -1.68491 2.41193 -0.7179
H 0.84205 0.81842 -2.80883 0.1689
H -0.55138 -0.19915 -3.26864 0.1958
H -0.80770 1.34056 -2.38557 0.1818
H 1.39258 0.12840 1.70881 0.1850
H 1.76647 0.50539 -0.79046 0.1549
H -1.24466 0.13580 2.18132 0.1760
H -1.30709 -0.97393 0.79393 0.1937
H -0.47998 -1.48414 3.32670 0.4725
```

Calculated values
HOMO energy (eV): -10.20
LUMO energy (eV): 0.92
Frontier orbital gap (Ha): 0.409


Version d
One molecule with the formula C4H8O3. Source: the OMol25 dataset; level of theory: ωB97M-V/def2-TZVPD.

The geometry in XYZ format:
```
15
Properties=species:S:1:pos:R:3:nbo_charge:R:1
C 0.08453 2.01810 -1.46557 -0.2642
O -0.03924 1.85709 -0.06657 -0.2505
C 1.03162 -0.07616 1.42888 -0.5968
C -0.13922 -0.24060 0.82297 0.5716
O -0.85606 0.71407 0.13634 -0.2750
O -0.82769 -1.39651 0.86245 -0.5063
C -1.61296 -1.73907 -0.27318 -0.2528
H -0.84471 2.38687 -1.91378 0.1781
H 0.37019 1.07312 -1.93539 0.1840
H 0.88134 2.75562 -1.59513 0.2021
H 1.47754 -0.92442 1.93072 0.2221
H 1.51077 0.89003 1.45247 0.2272
H -2.57231 -1.21543 -0.25529 0.1855
H -1.09097 -1.51935 -1.20998 0.1790
H -1.78620 -2.81331 -0.20673 0.1961
```

Calculated values
HOMO energy (eV): -8.61
LUMO energy (eV): 0.94
Frontier orbital gap (Ha): 0.351


Energy relative to the most stable one, in hartree: version a 0.0042; version b 0.0000; version c 0.0505; version d 0.1330


Version a
A 2-piece molecular cluster, C4H8O3 overall. Source: the OMol25 dataset; level of theory: ωB97M-V/def2-TZVPD.

The geometry in XYZ format:
```
15
Properties=species:S:1:pos:R:3:nbo_charge:R:1
O 0.10588 2.59818 0.99129 -0.5134
C -0.05248 1.43728 1.27300 0.4495
C 0.01909 0.27859 0.30907 -0.5317
C -0.38659 -1.04933 0.92637 -0.5173
C 0.33799 -2.21233 0.30207 0.4503
O -0.18665 -3.22551 -0.07883 -0.5124
H 0.01857 1.17100 2.35326 0.0970
H -0.53983 0.40829 -0.61085 0.2670
H 1.07157 0.32374 0.00192 0.2448
H -1.46214 -1.20645 0.85542 0.2313
H -0.16290 -1.14961 1.99658 0.2274
H 1.41809 -2.05785 0.11269 0.1017
H 0.32161 2.24188 -2.76193 0.4775
H -0.60709 1.11004 -3.14135 0.4710
O 0.10489 1.33208 -2.52870 -0.9427
```

Calculated values
HOMO energy (eV): -9.80
LUMO energy (eV): 0.63
Frontier orbital gap (Ha): 0.383


Version b
One molecule with the formula C4H8O3. Source: the OMol25 dataset; level of theory: ωB97M-V/def2-TZVPD.

The geometry in XYZ format:
```
15
Properties=species:S:1:pos:R:3:nbo_charge:R:1
C -2.86291 -0.03830 -0.12877 -0.2610
O -1.58711 -0.02603 0.49155 -0.5134
C -0.51688 0.23203 -0.27885 0.8028
O -0.56971 0.66936 -1.40371 -0.5949
C 0.70319 -0.17455 0.50115 -0.5255
C 2.02622 0.12743 -0.16134 -0.0577
O 3.01931 -0.34110 0.73287 -0.7200
H -2.88627 -0.79679 -0.91655 0.1883
H -3.55090 -0.30613 0.67294 0.1963
H -3.11977 0.93529 -0.55031 0.1946
H 0.65206 0.29424 1.48863 0.2423
H 0.61291 -1.25311 0.67615 0.2406
H 2.08068 -0.38063 -1.13455 0.1696
H 2.11578 1.20793 -0.34140 0.1670
H 3.88340 -0.14964 0.35218 0.4712
```

Calculated values
HOMO energy (eV): -10.53
LUMO energy (eV): 0.85
Frontier orbital gap (Ha): 0.418


Energy relative to the most stable one, in hartree: version a 0.0349; version b 0.0000


Version a
A 2-piece molecular cluster, C4H8O3 overall. Source: the OMol25 dataset; level of theory: ωB97M-V/def2-TZVPD.

The geometry in XYZ format:
```
15
Properties=species:S:1:pos:R:3:nbo_charge:R:1
O 1.31192 -2.76503 -1.23060 -0.5044
C 0.84579 -2.14708 -0.31913 0.4466
C 0.05434 -0.87204 -0.51466 -0.5176
C -0.92596 -0.68374 0.66010 -0.5202
C -1.36791 0.74504 0.78563 0.4374
O -1.68664 1.23133 1.83448 -0.5130
H 0.97553 -2.49495 0.71868 0.1050
H 0.73664 -0.01777 -0.53976 0.2296
H -0.42234 -0.91235 -1.49204 0.2373
H -0.45710 -0.89441 1.62125 0.2329
H -1.80345 -1.32111 0.53916 0.2386
H -1.28814 1.42664 -0.07631 0.1245
H 1.38409 2.53868 -1.32746 0.4622
H 1.67309 3.10461 0.00992 0.4698
O 0.97014 3.06216 -0.66928 -0.9286
```

Calculated values
HOMO energy (eV): -9.90
LUMO energy (eV): 0.47
Frontier orbital gap (Ha): 0.381


Version b
One molecule with the formula C4H8O3. Source: the OMol25 dataset; level of theory: ωB97M-V/def2-TZVPD.

The geometry in XYZ format:
```
15
Properties=species:S:1:pos:R:3:nbo_charge:R:1
C -0.01121 -0.03343 -2.08233 -0.6932
C -0.48356 0.17088 -0.65907 -0.0864
O -0.49752 -1.48541 -0.13189 -0.7600
C 0.63061 0.72688 0.15294 -0.2094
O 0.22043 1.31404 1.44868 -0.4778
C -0.16648 0.50542 2.39573 0.6842
O -0.24308 -0.71285 2.34758 -0.6587
H 0.99914 -0.46411 -2.21002 0.1747
H -0.02116 0.94857 -2.57304 0.2273
H -0.71224 -0.66125 -2.64353 0.2149
H -1.45012 -1.64162 -0.21364 0.5169
H -0.34294 -1.38306 0.85165 0.5285
H 1.02331 1.60049 -0.37314 0.2241
H 1.47328 0.05346 0.38169 0.1817
H -0.41846 1.06199 3.30840 0.1332
```

Calculated values
HOMO energy (eV): -7.54
LUMO energy (eV): 0.84
Frontier orbital gap (Ha): 0.308


Version c
C4H8O3 as an isolated structure. Source: the OMol25 dataset; level of theory: ωB97M-V/def2-TZVPD.

The geometry in XYZ format:
```
15
Properties=species:S:1:pos:R:3:nbo_charge:R:1
O 1.09869 -0.78569 2.32016 -0.5383
C 0.51204 0.20194 1.99951 0.7949
O 0.21069 1.20687 2.86435 -0.6838
C 0.05098 0.50401 0.59038 -0.5446
C 0.32892 -0.62353 -0.36436 -0.4084
C -0.50862 -0.28001 -1.76046 -0.2064
O -0.43062 -1.37664 -2.63465 -0.6499
H -0.66311 1.51910 2.61797 0.4808
H 0.57524 1.40278 0.23821 0.2344
H -1.01959 0.75180 0.60750 0.2141
H 1.38830 -0.84251 -0.46974 0.2178
H -0.22655 -1.53021 -0.13153 0.2245
H -1.48263 -0.19859 -1.25604 0.1808
H -0.28872 0.75888 -2.13055 0.1723
H 0.45499 -0.70821 -2.49076 0.5119
```

Calculated values
HOMO energy (eV): -10.20
LUMO energy (eV): 0.39
Frontier orbital gap (Ha): 0.389


Energy relative to the most stable one, in hartree: version a 0.0000; version b 0.0776; version c 0.0709